1.
Density functional theory data (ωB97M-V/def2-TZVPD) for a structure of composition C12H31F6NO10S2V at a distorted geometry.

```
! wB97M-V def2-TZVPD RIJCOSX def2/J DEFGRID3
* xyz 0 4
V -0.12 0.98 2.80
C -2.68 4.22 1.92
F -3.78 3.62 2.35
F -1.86 3.26 1.50
F -2.81 5.13 0.95
S -1.81 5.04 3.46
O -0.85 6.02 2.98
O -2.91 5.60 4.20
N -1.04 3.70 4.28
S -0.51 4.43 5.63
O 0.49 3.59 6.31
O -0.07 5.81 5.43
C -2.14 4.50 6.90
F -1.65 4.52 8.13
F -2.87 5.66 6.68
F -2.83 3.34 6.75
O -0.14 -0.87 0.53
H -0.86 -1.24 -0.01
C -3.45 -5.76 -5.90
C -3.02 -5.53 -4.47
O -3.21 -4.16 -4.08
H -2.94 -5.11 -6.61
H -4.47 -5.37 -5.88
H -3.47 -6.75 -6.35
H -1.95 -5.69 -4.55
H -3.48 -6.23 -3.77
H -2.62 -4.08 -3.33
C 6.29 -1.71 -0.28
C 4.80 -1.82 -0.10
O 4.15 -0.65 -0.43
H 6.80 -2.67 -0.28
H 6.84 -1.06 0.39
H 6.59 -1.33 -1.25
H 4.58 -2.14 0.91
H 4.37 -2.54 -0.80
H 3.25 -0.90 -0.24
C -2.33 1.87 -4.91
C -2.58 0.42 -4.50
O -3.35 -0.21 -5.53
H -1.67 2.45 -4.26
H -3.12 2.53 -5.27
H -1.76 1.70 -5.82
H -3.06 0.41 -3.53
H -1.62 -0.08 -4.39
H -3.39 -1.10 -5.18
C 4.75 4.04 1.75
C 3.48 3.94 1.09
O 2.85 2.73 1.43
H 5.41 3.23 1.46
H 4.58 4.01 2.83
H 5.25 4.99 1.55
H 3.70 4.08 0.03
H 3.05 4.87 1.48
H 3.38 2.08 0.97
C -0.95 -5.21 1.52
C -0.04 -5.40 0.34
O -0.31 -4.34 -0.51
H -1.78 -5.89 1.32
H -1.35 -4.24 1.80
H -0.44 -5.62 2.39
H -0.22 -6.37 -0.13
H 1.03 -5.27 0.49
H -0.13 -3.45 -0.20
*
```

Its HOMO energy (spin up / spin down) is -9.9 / -10.1 eV. As for the LUMO energy (spin up / spin down): -5.00 / -3.71 eV. The frontier orbital gap (spin up / spin down) comes out at 0.1794 / 0.2364 hartree. The value obtained for the relative energy (zero: lowest compared OMol25 entry of this formula, charge and spin) is 267.1 kcal/mol. Its maximum force is 4.0 eV Å⁻¹.



2.
Density functional theory data (ωB97M-V/def2-TZVPD) for an isolated molecule of C5H5N3O3S at a distorted geometry.

```
! wB97M-V def2-TZVPD RIJCOSX def2/J DEFGRID3
* xyz 0 1
C 0.86 0.64 -1.35
C 1.23 0.21 -0.11
C -0.43 1.22 -1.17
C -0.02 0.10 2.14
C -2.06 -2.19 1.01
N 0.16 0.47 0.69
N -0.83 1.08 0.07
N 0.71 1.08 2.96
O 0.53 0.89 4.17
O 1.41 1.97 2.60
O -1.26 0.25 2.60
S -2.50 -1.00 1.83
H 1.36 0.53 -2.22
H 2.03 -0.20 0.39
H -0.99 1.68 -1.94
H 0.61 -0.87 2.40
H -1.45 -2.58 0.22
*
```

Its HOMO energy is -9.9 eV. As for the LUMO energy: -1.19 eV. The frontier orbital gap comes out at 0.3188 hartree. The value obtained for the relative energy (zero: lowest compared OMol25 entry of this formula, charge and spin) is 67.3 kcal/mol. Its maximum force is 5.0 eV Å⁻¹.



3.
Density functional theory data (ωB97M-V/def2-TZVPD) for an isolated molecule of C3H5NO2S2 at a distorted geometry.

```
! wB97M-V def2-TZVPD RIJCOSX def2/J DEFGRID3
* xyz 0 1
C -0.77 1.77 0.17
C -0.34 -0.69 0.37
C 0.92 -0.42 -0.23
N -1.26 0.40 -0.08
O -1.63 2.56 0.40
O 0.46 1.93 0.15
S 3.47 0.99 -0.36
S 2.34 -0.42 0.71
H -0.71 -1.60 0.07
H -0.46 -0.84 1.53
H 0.81 -0.05 -1.16
H -2.20 0.19 0.20
H 2.49 1.93 -0.39
*
```

Its HOMO energy is -8.9 eV. As for the LUMO energy: -2.15 eV. The frontier orbital gap comes out at 0.2491 hartree. The value obtained for the relative energy (zero: lowest compared OMol25 entry of this formula, charge and spin) is 73.6 kcal/mol. Its maximum force is 4.9 eV Å⁻¹.



4.
Density functional theory data (ωB97M-V/def2-TZVPD) for a cluster of 2 separate species, C3H6N2O2S in total at a distorted geometry.

```
! wB97M-V def2-TZVPD RIJCOSX def2/J DEFGRID3
* xyz 0 1
C -0.59 0.82 -0.16
C -1.30 -0.21 0.81
C 0.70 0.02 -0.54
N -1.09 -1.52 0.29
N 1.97 0.54 -0.05
O 2.96 -0.21 -0.11
O 2.01 1.62 0.52
S 0.56 -1.61 -0.04
H -1.10 0.88 -1.08
H -0.51 1.81 0.20
H -0.77 -0.31 1.77
H -2.38 -0.08 1.09
H 1.08 0.06 -2.16
H -1.53 -1.81 -0.55
*
```

Its HOMO energy is -9.1 eV. As for the LUMO energy: -0.66 eV. The frontier orbital gap comes out at 0.3105 hartree. The value obtained for the relative energy (zero: lowest compared OMol25 entry of this formula, charge and spin) is 161.9 kcal/mol. Its maximum force is 5.0 eV Å⁻¹.



5.
Density functional theory data (ωB97M-V/def2-TZVPD) for a cluster of 3 separate species, C33H73Cl2I2N9O9P5 in total at a distorted geometry.

```
! wB97M-V def2-TZVPD RIJCOSX def2/J DEFGRID3
* xyz 1 1
C 0.28 1.46 7.40
C -0.02 2.17 5.92
O -1.30 1.77 5.33
C 1.30 1.88 4.91
O 0.75 1.51 3.64
N 1.59 1.14 2.66
P 3.33 1.45 3.08
C 4.54 1.31 1.63
O 3.92 0.17 4.17
C 1.21 -0.27 2.28
C 2.28 -1.20 1.39
O 2.21 -0.97 -0.06
C 2.65 -2.28 -0.64
C 4.18 -2.84 -0.29
C 4.75 -4.31 -0.85
C 3.80 -5.30 -1.80
C 2.29 -4.72 -2.14
C 1.72 -3.25 -1.57
P 0.70 -1.62 3.54
N -0.08 -1.02 5.02
O 2.23 -2.32 4.15
C -0.31 -0.04 1.58
I -1.13 -1.86 0.58
C -0.47 1.43 0.96
C -1.88 2.05 1.63
C -3.20 1.13 1.39
C -3.73 0.33 2.77
Cl -4.39 -1.40 2.36
P -0.40 1.95 -0.85
O -2.05 2.47 -1.25
I -0.02 0.16 -2.48
C 0.97 2.07 1.56
Cl 1.87 2.24 -0.06
C 0.88 3.64 2.12
C 0.89 4.82 1.02
O 0.07 5.94 1.62
C 2.32 5.52 0.66
N 3.31 5.65 1.79
H 0.80 0.42 7.30
H -0.69 1.44 8.07
H 1.07 2.19 7.91
H -0.11 3.33 6.16
H -1.89 1.48 6.08
H 1.88 1.04 5.51
H 1.85 2.94 4.97
H 4.15 0.74 0.68
H 4.80 2.42 1.28
H 5.57 0.83 1.99
H 4.91 0.29 4.15
H 1.94 -2.34 1.51
H 3.37 -1.18 1.84
H 4.93 -2.25 0.39
H 5.82 -4.71 -0.57
H 4.22 -6.34 -2.14
H 1.59 -5.41 -2.78
H 0.63 -2.94 -1.85
H 0.52 -1.27 5.85
H -0.97 -1.57 5.17
H 2.45 -1.85 5.01
H -0.99 -0.08 2.57
H -1.66 2.12 2.78
H -2.08 3.16 1.26
H -4.09 1.89 1.16
H -3.16 0.42 0.45
H -2.89 0.26 3.59
H -4.64 0.88 3.27
H -2.63 1.67 -1.41
H -0.10 3.81 2.79
H 1.76 3.84 2.90
H 0.34 4.60 0.00
H 0.67 6.38 2.29
H 2.77 4.99 -0.29
H 2.07 6.64 0.31
H 4.18 6.16 1.53
H 3.65 4.66 1.99
O 0.68 3.72 -5.75
P 0.48 5.18 -5.29
N 0.05 4.70 -3.72
C -1.03 5.19 -2.88
C 1.20 4.38 -2.88
N -0.87 5.38 -6.33
C -2.13 4.69 -6.05
C -0.53 5.16 -7.74
N 0.26 6.87 -4.77
C -0.94 7.68 -4.96
C 1.42 7.66 -5.19
H -0.80 6.17 -2.44
H -1.22 4.50 -2.05
H -1.98 5.26 -3.40
H 1.66 5.29 -2.48
H 1.96 3.84 -3.44
H 0.92 3.74 -2.04
H -1.97 3.64 -5.78
H -2.81 4.72 -6.91
H -2.68 5.19 -5.26
H -0.48 4.09 -7.99
H 0.43 5.61 -7.99
H -1.28 5.63 -8.40
H -1.12 7.92 -6.02
H -0.86 8.62 -4.42
H -1.83 7.19 -4.56
H 1.42 7.82 -6.28
H 2.35 7.15 -4.93
H 1.45 8.64 -4.70
O -0.14 -6.96 -0.84
P -1.33 -7.76 -0.26
N -1.79 -8.31 -1.80
C -3.12 -8.39 -2.38
C -1.01 -9.45 -2.27
N -2.13 -6.31 0.20
C -2.68 -5.41 -0.81
C -1.35 -5.50 1.14
N -2.70 -8.67 0.41
C -4.02 -8.13 0.72
C -2.24 -9.46 1.56
H -3.70 -9.23 -1.98
H -3.06 -8.52 -3.47
H -3.70 -7.48 -2.25
H -1.36 -10.38 -1.82
H 0.05 -9.33 -2.00
H -1.04 -9.55 -3.36
H -1.99 -5.24 -1.64
H -2.95 -4.44 -0.38
H -3.62 -5.80 -1.20
H -0.56 -4.92 0.64
H -0.86 -6.14 1.89
H -1.99 -4.81 1.69
H -4.00 -7.43 1.57
H -4.71 -8.94 0.98
H -4.48 -7.63 -0.13
H -2.03 -8.81 2.42
H -1.32 -10.00 1.31
H -2.98 -10.21 1.86
*
```

Its HOMO energy is -9.3 eV. As for the LUMO energy: -2.77 eV. The frontier orbital gap comes out at 0.2416 hartree. The value obtained for the relative energy (zero: lowest compared OMol25 entry of this formula, charge and spin) is 433.6 kcal/mol. Its maximum force is 8.0 eV Å⁻¹.



6.
Density functional theory data (ωB97M-V/def2-TZVPD) for a cluster of 2 separate species, C3H4O in total at a distorted geometry.

```
! wB97M-V def2-TZVPD RIJCOSX def2/J DEFGRID3
* xyz 0 3
C -0.12 -0.17 0.07
C -1.38 -0.41 -0.02
C 1.15 0.35 -0.20
O 1.10 -0.92 0.13
H -1.63 -1.53 0.10
H -2.13 0.44 -0.21
H 1.36 0.71 -1.18
H 1.65 1.53 1.32
*
```

Its HOMO energy (spin up / spin down) is -7.4 / -10.1 eV. As for the LUMO energy (spin up / spin down): 1.08 / -1.57 eV. The frontier orbital gap (spin up / spin down) comes out at 0.3106 / 0.3120 hartree. The value obtained for the relative energy (zero: lowest compared OMol25 entry of this formula, charge and spin) is 95.2 kcal/mol. Its maximum force is 3.2 eV Å⁻¹.



7.
Density functional theory data (ωB97M-V/def2-TZVPD) for a structure of composition C26H31AuF6IN3O2.

```
! wB97M-V def2-TZVPD RIJCOSX def2/J DEFGRID3
* xyz 2 1
Au -0.20 -0.29 -0.39
C 1.23 2.26 -2.42
C 2.25 1.16 -2.40
C 3.10 0.93 -3.46
C 4.06 -0.07 -3.40
C 4.23 -0.86 -2.27
C 3.42 -0.70 -1.17
C 3.60 -1.50 0.08
C 2.43 0.32 -1.26
N 1.63 0.54 -0.15
C 1.84 1.25 0.91
C 3.13 1.98 1.06
C 0.79 1.38 1.98
C 1.09 2.11 3.24
N -0.31 0.84 1.64
C -1.52 0.83 2.41
C -2.36 1.95 2.34
C -1.97 3.20 1.61
C -3.58 1.85 3.00
C -3.93 0.70 3.69
C -3.07 -0.38 3.74
C -1.84 -0.34 3.10
C -0.88 -1.50 3.14
H 1.25 2.77 -3.38
H 1.44 3.00 -1.65
H 0.22 1.89 -2.27
H 3.01 1.54 -4.36
H 4.70 -0.23 -4.26
H 5.00 -1.62 -2.26
H 4.33 -2.29 -0.07
H 2.65 -1.95 0.39
H 3.96 -0.87 0.90
H 3.77 1.88 0.19
H 3.64 1.58 1.94
H 2.92 3.03 1.26
H 1.98 1.70 3.73
H 0.25 2.02 3.92
H 1.27 3.16 3.04
H -1.37 3.00 0.72
H -1.40 3.88 2.25
H -2.85 3.75 1.29
H -4.26 2.69 2.96
H -4.89 0.65 4.20
H -3.34 -1.28 4.28
H -1.32 -2.35 3.65
H 0.04 -1.24 3.68
H -0.59 -1.83 2.13
C 0.46 -4.48 -0.90
C 0.03 -3.08 -1.34
O 0.51 -2.18 -0.40
C 0.62 -2.78 -2.74
F 0.05 -3.51 -3.69
F 1.94 -3.05 -2.73
F 0.49 -1.48 -3.07
C -1.52 -3.02 -1.38
F -2.08 -4.02 -2.03
F -2.00 -3.02 -0.12
F -1.95 -1.86 -1.94
H 1.54 -4.50 -0.78
H 0.16 -5.23 -1.63
H -0.01 -4.71 0.05
N -3.81 0.40 -0.34
C -3.04 0.82 -1.33
O -1.80 1.01 -1.16
C -3.65 1.09 -2.66
I -3.50 3.16 -3.09
H -3.43 0.27 0.59
H -4.80 0.26 -0.48
H -4.70 0.82 -2.71
H -3.08 0.56 -3.42
*
```

Its HOMO energy is -14.5 eV. As for the LUMO energy: -9.54 eV. The frontier orbital gap comes out at 0.1818 hartree. Its maximum force is 0.8 eV Å⁻¹.



8.
Density functional theory data (ωB97M-V/def2-TZVPD) for a structure of composition C2H2MgO3 at a distorted geometry.

```
! wB97M-V def2-TZVPD RIJCOSX def2/J DEFGRID3
* xyz 2 1
H 0.07 1.27 1.02
O 1.27 0.25 -1.24
O -0.03 0.87 -1.17
C 1.22 -0.01 0.06
C -0.12 0.48 0.22
Mg -1.78 -0.83 0.72
O 2.13 -0.69 0.61
H 2.52 -0.27 1.40
*
```

Its HOMO energy is -20.4 eV. As for the LUMO energy: -12.16 eV. The frontier orbital gap comes out at 0.3030 hartree. Its maximum force is 3.0 eV Å⁻¹.